Entry 1:
66
Properties=species:S:1:pos:R:3 method="wB97M-V/def2-TZVPD" total_charge=+1 lumo_energy_ha=-0.1873 e_tot_ev=-67287.757 spin_multiplicity=1
N 5.36750 0.27837 -1.60318
C 4.80128 0.16486 -2.99648
C 3.39117 -0.41176 -2.85500
C 3.20117 -1.84201 -2.78229
N 2.09409 -2.53068 -2.64784
N 1.06093 -1.70820 -2.54898
C 1.04059 -0.38823 -2.61177
S -0.55284 0.43963 -2.46915
C 2.22092 0.39646 -2.79096
H 4.64433 -0.03060 -0.94851
H 6.07984 -0.45097 -1.51944
H 4.75164 1.20748 -3.37483
H 5.46538 -0.43439 -3.64492
H 4.11706 -2.45697 -2.85518
H 0.16182 -2.17616 -2.40679
H -0.28052 1.67307 -1.92713
H 2.23591 1.48884 -2.84986
C -3.28556 2.83507 0.11880
N -2.87714 2.88509 -1.31417
O -3.32237 2.03081 -2.06088
O -2.12128 3.77914 -1.64369
H -3.95352 1.99288 0.26206
H -2.38347 2.71850 0.71315
H -3.78792 3.76911 0.34925
C -5.26846 2.27469 4.54286
N -4.86080 2.32280 3.11119
O -5.31004 1.46780 2.36903
O -4.10480 3.21851 2.78250
H -5.93663 1.43360 4.68701
H -4.36807 2.15777 5.13629
H -5.77112 3.21210 4.77083
C 0.58445 0.12752 -6.64178
N 1.97298 0.01874 -7.16381
O 2.16425 -0.72458 -8.09865
O 2.82113 0.69132 -6.60218
H -0.06362 -0.51926 -7.22441
H 0.60755 -0.18288 -5.59999
H 0.27742 1.16617 -6.73570
C -5.44975 2.37840 9.43401
N -5.04440 2.41388 8.00306
O -5.49509 1.55467 7.26640
O -4.28857 3.30106 7.66669
H -6.12044 1.53894 9.58464
H -4.54606 2.26375 10.02700
H -5.94905 3.31811 9.65568
C 3.94334 -5.48423 -1.84913
N 5.27420 -6.10849 -1.62923
O 6.16133 -5.82556 -2.41013
O 5.37857 -6.85605 -0.67885
H 4.00166 -4.84607 -2.72483
H 3.22344 -6.28414 -2.00184
H 3.70458 -4.90372 -0.96093
C -7.50292 4.07382 1.39718
N -7.69530 5.18561 2.36670
O -7.23080 6.26847 2.07724
O -8.30629 4.92372 3.38434
H -6.94504 4.44644 0.54405
H -6.95188 3.28906 1.90628
H -8.48697 3.72745 1.09228
C 8.34017 -5.95274 0.28436
N 8.06152 -4.84455 1.23687
O 8.43642 -3.72804 0.92727
O 7.47408 -5.13301 2.25873
H 8.86404 -5.54866 -0.57573
H 8.95423 -6.68605 0.80099
H 7.38173 -6.37575 -0.00850

=====

Entry 2:
49
Properties=species:S:1:pos:R:3 method="wB97M-V/def2-TZVPD" total_charge=+2 lumo_energy_ha="-0.2590 / -0.4151" de_lowest_ev=1.112 s_squared=0.77 e_tot_ev=-30676.413 spin_multiplicity=2
Al -1.26744 0.23521 0.14828
C -0.27812 -3.34855 -0.87672
O 0.29172 -2.21311 -0.23856
C 1.10429 -2.65105 0.90633
C 1.78323 -1.46551 1.65346
N 0.79581 -0.47750 2.24058
C 0.01359 -1.16849 3.30226
C -0.92043 -0.33111 4.02866
O -1.49673 0.58909 3.03999
C -2.61997 1.30034 3.49840
H -1.01083 -2.97366 -1.59134
H -0.87602 -4.01693 -0.25712
H 0.44294 -4.01111 -1.35546
H 1.98558 -3.18578 0.55212
H 0.60189 -3.32159 1.60352
H 2.31822 -0.87610 0.90882
H 2.44934 -1.81687 2.44146
H 1.39984 0.18909 2.69982
H 0.65713 -1.59501 4.07169
H -0.47115 -2.06436 2.91428
H -0.53837 0.22494 4.88477
H -1.60972 -0.97103 4.57955
H -2.40035 1.83566 4.42214
H -3.42505 0.60925 3.74806
H -3.14500 2.08815 2.95822
C -2.93073 2.80936 -2.59647
O -1.84966 1.91900 -2.41225
C -1.48361 1.16805 -3.54233
C 0.02959 0.87449 -3.33412
N 0.18641 -0.32579 -2.46581
C 1.67628 -0.52444 -2.21894
C 2.29968 0.64295 -1.37027
O 1.48928 1.06103 -0.36045
C 2.14396 2.07796 0.32613
H -3.91416 2.35909 -2.46146
H -2.76899 3.48843 -3.43362
H -2.89390 3.37234 -1.66384
H -1.46297 1.86082 -4.38361
H -2.18089 0.39830 -3.87307
H 0.55019 1.73894 -2.92205
H 0.56399 0.72510 -4.27231
H -0.05515 -1.09499 -3.07414
H 2.29766 -0.75990 -3.08297
H 1.84725 -1.50754 -1.78034
H 2.33018 1.51278 -2.02644
H 3.31629 0.37142 -1.08590
H 2.85229 1.67491 1.04995
H 1.45119 2.71714 0.87351
H 2.72130 2.85660 -0.17238

=====

What did the second record say?
49
Properties=species:S:1:pos:R:3 method="wB97M-V/def2-TZVPD" total_charge=+2 lumo_energy_ha="-0.2590 / -0.4151" de_lowest_ev=1.112 s_squared=0.77 e_tot_ev=-30676.413 spin_multiplicity=2
Al -1.26744 0.23521 0.14828
C -0.27812 -3.34855 -0.87672
O 0.29172 -2.21311 -0.23856
C 1.10429 -2.65105 0.90633
C 1.78323 -1.46551 1.65346
N 0.79581 -0.47750 2.24058
C 0.01359 -1.16849 3.30226
C -0.92043 -0.33111 4.02866
O -1.49673 0.58909 3.03999
C -2.61997 1.30034 3.49840
H -1.01083 -2.97366 -1.59134
H -0.87602 -4.01693 -0.25712
H 0.44294 -4.01111 -1.35546
H 1.98558 -3.18578 0.55212
H 0.60189 -3.32159 1.60352
H 2.31822 -0.87610 0.90882
H 2.44934 -1.81687 2.44146
H 1.39984 0.18909 2.69982
H 0.65713 -1.59501 4.07169
H -0.47115 -2.06436 2.91428
H -0.53837 0.22494 4.88477
H -1.60972 -0.97103 4.57955
H -2.40035 1.83566 4.42214
H -3.42505 0.60925 3.74806
H -3.14500 2.08815 2.95822
C -2.93073 2.80936 -2.59647
O -1.84966 1.91900 -2.41225
C -1.48361 1.16805 -3.54233
C 0.02959 0.87449 -3.33412
N 0.18641 -0.32579 -2.46581
C 1.67628 -0.52444 -2.21894
C 2.29968 0.64295 -1.37027
O 1.48928 1.06103 -0.36045
C 2.14396 2.07796 0.32613
H -3.91416 2.35909 -2.46146
H -2.76899 3.48843 -3.43362
H -2.89390 3.37234 -1.66384
H -1.46297 1.86082 -4.38361
H -2.18089 0.39830 -3.87307
H 0.55019 1.73894 -2.92205
H 0.56399 0.72510 -4.27231
H -0.05515 -1.09499 -3.07414
H 2.29766 -0.75990 -3.08297
H 1.84725 -1.50754 -1.78034
H 2.33018 1.51278 -2.02644
H 3.31629 0.37142 -1.08590
H 2.85229 1.67491 1.04995
H 1.45119 2.71714 0.87351
H 2.72130 2.85660 -0.17238